1.
Formula: C10H12F2N3O3PS
Source: OMol25
Level of theory: ωB97M-V/def2-TZVPD

Element x y z (Å)
S (0.304, -3.154, 1.941)
P (3.113, -2.634, 1.827)
F (1.362, -1.148, 3.071)
F (-0.983, -2.426, 2.320)
O (0.238, -3.550, 0.581)
O (0.569, -4.166, 2.897)
O (3.867, -2.507, 3.069)
N (1.471, -1.947, 1.944)
N (0.028, -0.336, -2.412)
N (-1.611, 3.645, 0.179)
C (-2.302, -0.419, -2.966)
C (-1.025, 2.668, -0.511)
C (-0.229, -1.135, -1.377)
C (0.526, 4.159, 1.134)
C (0.328, 2.372, -0.433)
C (-1.492, -1.618, -1.069)
C (1.118, 3.137, 0.410)
C (-2.549, -1.248, -1.884)
C (-1.001, 0.008, -3.184)
C (-0.837, 4.369, 0.983)
H (-1.647, -2.262, -0.221)
H (-3.552, -1.601, -1.680)
H (2.898, -3.952, 1.408)
H (-1.340, 5.156, 1.534)
H (-1.678, 2.094, -1.160)
H (3.634, -1.948, 0.725)
H (1.105, 4.781, 1.803)
H (-3.099, -0.105, -3.626)
H (0.744, 1.564, -1.017)
H (0.626, -1.396, -0.767)
H (2.179, 2.941, 0.500)
H (-0.764, 0.658, -4.019)

Multiplicity = 1
Energy = -1717.410343 Ha
Charge = 0
LUMO energy = -0.24 eV

=====

2.
Formula: C10H12F7O6PS
Source: OMol25
Level of theory: ωB97M-V/def2-TZVPD

Element x y z (Å)
S (-1.126, -0.127, 3.760)
P (-0.312, -0.515, 1.754)
F (3.515, -2.434, -0.191)
F (2.659, 0.735, 1.675)
F (1.430, 1.356, -0.756)
F (4.069, 0.697, -0.122)
F (3.090, -2.083, 2.038)
F (-3.592, -1.858, -0.240)
F (2.133, -0.538, -1.836)
O (5.686, -0.354, 2.122)
O (-2.868, 0.623, -2.310)
O (-0.171, -1.474, -0.869)
O (-3.033, 2.810, -1.823)
O (6.088, -1.872, 0.475)
O (-3.661, 1.264, -0.287)
C (-2.627, 1.331, -3.517)
C (-1.709, -1.767, 1.492)
C (-2.912, -1.020, 0.719)
C (-3.227, 1.541, -1.373)
C (5.200, -1.251, 1.115)
C (2.992, -0.042, 0.505)
C (3.603, -1.485, 0.853)
C (1.786, -0.039, -0.551)
C (-2.304, 2.714, -3.039)
C (0.419, -0.751, -0.002)
H (-0.589, 0.876, 1.477)
H (-2.622, 3.484, -3.744)
H (-2.119, -2.018, 2.545)
H (-1.628, 1.166, 3.821)
H (-1.804, 0.880, -4.074)
H (5.023, 0.351, 2.312)
H (-3.653, -0.523, 1.454)
H (-3.531, 1.301, -4.132)
H (0.891, -0.911, 2.419)
H (-1.396, -2.766, 1.035)
H (-2.461, -0.148, 0.120)
H (-1.239, 2.846, -2.825)

SMILES = O=C(O)C(F)(F)C(F)(F)C(F)(F)C(=O)[PH2](S)CCF.O=C1OCCO1
Multiplicity = 1
Energy = -2278.111298 Ha
Charge = 0
LUMO energy = -0.91 eV

=====

3.
Formula: C10H12FN
Source: OMol25
Level of theory: ωB97M-V/def2-TZVPD

Element x y z (Å)
F (0.263, -0.793, -3.387)
N (-2.658, 1.250, -1.039)
C (-0.114, -0.362, -0.377)
C (-2.525, -0.241, -1.113)
C (-0.880, -0.569, -2.723)
C (1.977, -0.937, 0.656)
C (0.685, 0.728, 1.562)
C (2.976, 0.425, 2.621)
C (-0.297, 0.571, 0.598)
C (-1.084, -0.471, -1.393)
C (1.054, -1.205, -0.288)
C (1.826, -0.021, 1.695)
H (3.833, 0.984, 2.077)
H (2.558, 0.973, 3.378)
H (0.984, -1.980, -1.058)
H (0.524, 1.342, 2.421)
H (-1.849, -0.404, -3.410)
H (-3.336, -0.711, -1.791)
H (-3.567, 1.539, -0.531)
H (2.768, -1.758, 0.821)
H (-1.146, 1.354, 0.599)
H (3.462, -0.556, 2.847)
H (-2.727, 1.419, -2.048)
H (-2.728, -0.577, -0.118)

SMILES = Cc1ccc(/C(=C\F)CN)cc1
Multiplicity = 1
Energy = -542.775143 Ha
Charge = 0
LUMO energy = 0.86 eV

=====

4.
Formula: C10H12N10PtS3Sb
Source: OMol25
Level of theory: ωB97M-V/def2-TZVPD

Element x y z (Å)
Pt (-2.572, 0.020, 0.075)
Sb (-6.000, -0.189, 0.197)
S (-7.516, -1.668, -0.601)
S (-4.379, 0.678, -1.349)
S (-4.116, -1.361, 1.077)
N (1.287, 1.954, -0.416)
N (-0.836, -1.913, 0.803)
N (2.138, -0.524, -0.569)
N (4.412, -0.389, -0.591)
N (-0.981, 1.333, -0.406)
N (1.845, 4.246, -0.483)
N (3.283, 0.741, 1.070)
N (-2.545, 3.012, -0.318)
N (-0.368, 3.667, -0.588)
N (-1.341, -0.769, 1.399)
C (0.283, -1.710, 0.072)
C (0.850, -0.355, -0.202)
C (3.212, -0.106, -0.002)
C (0.324, 1.023, -0.361)
C (-1.417, -3.100, 1.016)
C (0.530, -4.123, 0.073)
C (-1.259, 2.692, -0.417)
C (0.955, -2.864, -0.283)
C (-0.701, -4.246, 0.674)
C (0.931, 3.252, -0.563)
H (-2.402, -3.163, 1.439)
H (1.431, 5.145, -0.678)
H (-3.265, 2.309, -0.138)
H (2.810, 4.071, -0.753)
H (5.196, 0.041, -0.174)
H (4.443, -1.235, -1.088)
H (1.121, -4.972, -0.199)
H (1.885, -2.692, -0.800)
H (-1.209, -5.170, 0.902)
H (-2.812, 3.957, -0.414)
H (2.611, 1.435, 1.145)
H (4.172, 0.970, 1.450)

Multiplicity = 4
Energy = -2489.951363 Ha
Charge = 0
LUMO energy (alpha / beta) = -0.28 / -1.85 eV

=====

5.
Formula: C10H12N2O
Source: OMol25
Level of theory: ωB97M-V/def2-TZVPD

Element x y z (Å)
O (0.131, -1.380, -2.361)
N (2.622, -1.712, 0.373)
N (2.045, -1.855, -0.844)
C (-1.812, 0.787, 0.732)
C (-1.199, 0.725, 2.028)
C (0.707, -0.399, 1.048)
C (0.108, -0.363, -0.236)
C (2.032, -0.987, 1.257)
C (1.756, 0.417, -1.990)
C (-1.074, 0.339, -0.372)
C (0.929, -0.794, -1.384)
C (-3.119, 1.555, 0.644)
C (0.091, 0.186, 2.131)
H (-3.644, 1.451, 1.633)
H (-1.528, 0.325, -1.419)
H (-3.814, 1.153, -0.173)
H (-2.902, 2.652, 0.309)
H (-0.720, -1.796, -1.925)
H (1.617, 1.249, -1.291)
H (-1.785, 0.953, 2.943)
H (2.392, -2.393, -1.506)
H (0.497, -0.001, 3.200)
H (2.482, -0.644, 2.153)
H (1.416, 0.513, -2.986)
H (2.773, 0.017, -1.963)

SMILES = Cc1ccc2c(c1)[C@](C)(O)NN=C2
Multiplicity = 1
Energy = -572.922389 Ha
Charge = 0
LUMO energy = 0.67 eV

=====

6.
Formula: C10H12N2O4RhS
Source: OMol25
Level of theory: ωB97M-V/def2-TZVPD

Element x y z (Å)
Rh (1.132, 0.931, -1.058)
S (-1.061, 0.711, 0.117)
O (3.378, 1.925, -2.968)
O (1.898, 3.509, 0.527)
O (0.027, -0.456, -3.621)
O (2.883, -1.245, 0.238)
N (-0.701, -0.614, 2.404)
N (-1.087, -1.930, 0.549)
C (2.580, 1.499, -2.251)
C (1.542, 2.526, 0.043)
C (-1.038, -3.006, 2.788)
C (-0.929, -0.723, 1.091)
C (0.353, -0.024, -2.602)
C (2.235, -0.422, -0.253)
C (-1.159, 3.493, -2.565)
C (-1.055, -3.197, 1.286)
C (-0.293, -1.758, 3.227)
C (-0.043, 3.702, -3.270)
H (-0.553, -3.879, 3.236)
H (-0.565, 0.337, 2.731)
H (-0.501, -1.499, 4.270)
H (-1.937, 2.801, -2.908)
H (0.137, 3.192, -4.224)
H (-2.064, -2.965, 3.171)
H (0.791, -1.903, 3.118)
H (-1.255, -1.931, -0.452)
H (-1.924, -3.782, 0.977)
H (-1.357, 4.022, -1.626)
H (0.721, 4.415, -2.940)
H (-0.153, -3.732, 0.963)

Multiplicity = 5
Energy = -1306.178596 Ha
Charge = +3
LUMO energy (alpha / beta) = -11.62 / -16.24 eV

=====

7.
Formula: C10H12N2OS
Source: OMol25
Level of theory: ωB97M-V/def2-TZVPD

Element x y z (Å)
S (2.306, -0.121, -1.415)
O (1.052, 2.433, -0.330)
N (-1.856, 1.495, -0.344)
N (2.106, -0.660, 1.146)
C (-1.032, 0.410, -0.241)
C (1.232, 1.472, 0.678)
C (2.477, -1.784, 0.530)
C (-1.132, -2.192, -0.586)
C (-1.701, -0.748, -0.604)
C (1.850, 0.273, 0.271)
C (0.893, 1.915, 2.085)
C (2.744, -1.690, -0.780)
C (-2.964, -0.347, -1.062)
C (-3.106, 1.012, -0.916)
H (-3.729, 1.774, -1.252)
H (3.064, -2.503, -1.375)
H (1.563, 1.419, 2.934)
H (1.091, 2.081, -1.294)
H (-0.177, -2.235, -0.191)
H (-3.631, -1.064, -1.440)
H (-1.832, -2.729, 0.006)
H (-1.387, -2.627, -1.445)
H (1.097, 2.986, 2.207)
H (2.824, -2.667, 1.114)
H (-0.135, 1.735, 2.266)
H (-1.617, 2.364, 0.038)

Multiplicity = 3
Energy = -970.989129 Ha
Charge = 0
LUMO energy (alpha / beta) = 0.63 / -1.16 eV

=====

8.
Formula: C10H12N2S
Source: OMol25
Level of theory: ωB97M-V/def2-TZVPD

Element x y z (Å)
S (2.942, -1.330, -0.132)
N (-0.924, 0.848, -1.038)
N (0.147, 2.739, -0.266)
C (0.133, 1.382, -0.545)
C (1.434, -0.667, -0.607)
C (-0.993, -0.592, -1.130)
C (0.359, -1.283, -1.457)
C (2.423, 1.043, 0.693)
C (-1.455, -0.794, 1.514)
C (-1.673, -1.217, 0.089)
C (1.327, 0.610, -0.143)
C (-2.770, -0.528, 0.845)
C (3.389, 0.078, 0.790)
H (-3.002, 0.479, 0.549)
H (-0.825, 0.048, 1.713)
H (-0.664, 3.257, -0.582)
H (4.301, 0.130, 1.380)
H (0.627, -1.142, -2.515)
H (-3.628, -1.153, 1.104)
H (-1.395, -1.611, 2.255)
H (0.284, -2.387, -1.270)
H (1.003, 3.218, -0.453)
H (-1.815, -2.262, -0.096)
H (2.472, 1.960, 1.251)
H (-1.697, -0.824, -1.948)

SMILES = NC1=N[C@H](C2CC2)Cc2sccc21
Multiplicity = 1
Energy = -895.929807 Ha
Charge = 0
LUMO energy = 0.79 eV